Entry 1:
The following is a DFT calculation (ωB97M-V/def2-TZVPD) of a structure of composition C37H40N2OP2Pd.

```
! wB97M-V def2-TZVPD RIJCOSX def2/J DEFGRID3
* xyz 0 3
Pd 0.438 -0.570 -0.903
C 0.919 1.993 1.102
C 0.617 0.983 2.216
P 0.478 -0.796 1.715
C 2.222 -1.362 1.643
C 3.318 -0.531 1.839
C 4.616 -1.017 1.709
C 4.831 -2.347 1.388
C 3.742 -3.192 1.200
C 2.452 -2.701 1.321
C 0.017 -1.482 3.375
C 0.951 -1.723 4.386
C 0.550 -2.200 5.626
C -0.797 -2.440 5.878
C -1.736 -2.203 4.886
C -1.330 -1.730 3.642
P 0.026 1.702 -0.484
C -1.713 2.128 -0.086
C -2.683 1.844 -1.050
C -4.026 2.104 -0.812
C -4.428 2.625 0.413
C -3.476 2.909 1.382
C -2.129 2.678 1.125
C 0.590 3.149 -1.460
C -0.272 4.085 -2.026
C 0.222 5.120 -2.813
C 1.584 5.233 -3.050
C 2.452 4.302 -2.496
C 1.958 3.267 -1.714
H 1.969 1.916 0.814
H 0.759 3.018 1.445
H -0.349 1.197 2.679
H 1.358 1.072 3.014
H 3.173 0.515 2.084
H 5.457 -0.350 1.854
H 5.840 -2.725 1.281
H 3.900 -4.234 0.946
H 1.609 -3.362 1.149
H 2.004 -1.550 4.198
H 1.288 -2.385 6.396
H -1.109 -2.815 6.845
H -2.787 -2.387 5.071
H -2.085 -1.550 2.884
H -2.377 1.402 -1.993
H -4.761 1.886 -1.578
H -5.477 2.813 0.610
H -3.779 3.317 2.338
H -1.399 2.933 1.883
H -1.340 4.024 -1.847
H -0.466 5.840 -3.239
H 1.967 6.039 -3.662
H 3.517 4.371 -2.679
H 2.648 2.533 -1.318
C 1.908 -2.530 -2.578
C 2.676 -1.210 -2.751
C 2.188 -0.518 -4.031
C 4.171 -1.511 -2.902
C 2.381 -0.308 -1.560
H 1.681 -3.007 -3.536
H 0.970 -2.345 -2.021
H 2.460 -3.235 -1.952
H 2.392 -1.139 -4.912
H 2.692 0.443 -4.165
H 1.116 -0.319 -3.978
H 4.365 -2.200 -3.733
H 4.566 -1.959 -1.986
H 4.729 -0.590 -3.096
H 3.138 0.450 -1.358
N -6.219 -1.143 0.561
C -4.889 -1.281 0.788
O -4.419 -1.292 1.907
C -3.997 -1.428 -0.428
C -4.438 -1.618 -1.719
C -3.507 -1.720 -2.745
C -2.166 -1.618 -2.425
N -1.730 -1.425 -1.181
C -2.632 -1.339 -0.206
H -6.811 -1.019 1.363
H -6.613 -1.047 -0.355
H -5.492 -1.706 -1.957
H -3.812 -1.876 -3.770
H -1.401 -1.688 -3.189
H -2.254 -1.168 0.791
*
```

Values from the calculation:
Energy relative to the best compared isomer or geometry (same formula, charge and spin): 0.000 eV
E: -66102.030 eV
Frontier orbital gap (alpha / beta): 5.60 / 6.90 eV
⟨S²⟩: 2.010

---

Entry 2:
The following is a DFT calculation (ωB97M-V/def2-TZVPD) of a structure of composition C37H40O2P2Ti.

```
! wB97M-V def2-TZVPD RIJCOSX def2/J DEFGRID3
* xyz 0 3
Ti 0.937 -0.859 -0.146
C -2.778 -0.124 5.265
C -3.601 0.390 4.349
C -3.772 1.808 3.892
C -2.695 2.302 2.896
C -1.276 2.043 3.278
C -0.744 2.137 4.501
C -1.527 2.085 5.773
C -1.971 0.660 6.230
C 2.983 -0.738 0.044
H -2.755 -1.218 5.336
H -4.290 -0.269 3.799
H -3.821 2.551 4.691
H -4.737 1.925 3.364
H -2.913 1.873 1.914
H -2.847 3.382 2.752
H -0.607 1.797 2.434
H 0.350 2.289 4.613
H -2.365 2.776 5.802
H -0.846 2.439 6.539
H -1.077 0.062 6.429
H -2.510 0.771 7.187
H 3.534 -1.391 0.722
H 2.904 0.288 0.461
H 3.364 -0.752 -0.974
P -0.440 -1.533 -1.947
P 1.510 0.698 -1.910
C -1.049 0.053 -2.532
C -0.118 1.041 -2.603
C -0.474 -2.806 -3.173
C -1.591 -2.833 -4.023
C -1.619 -3.740 -5.078
C -0.546 -4.628 -5.257
C 0.549 -4.630 -4.383
C 0.600 -3.712 -3.338
C -1.466 -1.999 -0.485
C -1.792 -0.936 0.405
C -2.326 -1.253 1.643
C -2.688 -2.564 1.958
C -2.408 -3.605 1.056
C -1.799 -3.334 -0.175
C 2.495 0.754 -3.545
C 2.216 -0.206 -4.542
C 2.553 0.016 -5.881
C 3.264 1.167 -6.253
C 3.670 2.060 -5.251
C 3.312 1.836 -3.915
C 2.059 2.283 -1.151
C 3.384 2.551 -0.760
C 3.697 3.714 -0.053
C 2.702 4.667 0.189
C 1.400 4.451 -0.255
C 1.077 3.254 -0.901
H -2.110 0.166 -2.751
H -0.242 1.987 -3.117
H -2.428 -2.150 -3.840
H -2.481 -3.752 -5.754
H -0.570 -5.319 -6.096
H 1.358 -5.347 -4.524
H 1.438 -3.688 -2.633
H -1.715 0.104 0.082
H -2.505 -0.433 2.338
H -3.210 -2.747 2.896
H -2.663 -4.637 1.330
H -1.497 -4.129 -0.850
H 1.700 -1.127 -4.289
H 2.263 -0.693 -6.663
H 3.517 1.356 -7.308
H 4.257 2.935 -5.529
H 3.669 2.546 -3.181
H 4.190 1.861 -1.030
H 4.722 3.871 0.305
H 2.950 5.573 0.758
H 0.619 5.204 -0.069
H 0.053 3.084 -1.235
C 0.742 -1.844 3.831
C 0.883 -1.435 2.386
O 0.787 -0.220 1.978
O 1.058 -2.311 1.454
H 0.740 -0.945 4.464
H 1.561 -2.511 4.153
H -0.205 -2.392 3.905
*
```

Values from the calculation:
Energy relative to the best compared isomer or geometry (same formula, charge and spin): 0.002 eV
E: -84802.103 eV
Frontier orbital gap (alpha / beta): 5.66 / 7.46 eV
⟨S²⟩: 2.009

---

Entry 3:
The following is a DFT calculation (ωB97M-V/def2-TZVPD) of a structure of composition C37H41AlCl2Ge2N2O5S2.

```
! wB97M-V def2-TZVPD RIJCOSX def2/J DEFGRID3
* xyz 1 2
Al -1.063 -0.495 -0.980
C 2.625 5.629 3.956
C 2.244 4.662 2.870
C 3.025 4.526 1.724
C 2.671 3.639 0.719
C 1.523 2.869 0.878
C 0.724 2.992 2.002
C 1.088 3.890 2.986
S 1.192 1.731 -0.425
O 1.613 2.348 -1.645
O 1.906 0.486 -0.021
N -0.378 1.330 -0.442
C -1.304 2.385 -0.672
C -1.119 3.742 -0.549
C -2.183 4.643 -0.776
C -3.423 4.218 -1.143
C -3.639 2.837 -1.348
C -4.849 2.288 -1.814
C -4.951 0.943 -2.043
C -3.835 0.128 -1.819
N -2.696 0.608 -1.357
C -2.578 1.942 -1.115
H 3.604 6.066 3.772
H 2.644 5.134 4.929
H 1.897 6.441 4.018
H 3.918 5.127 1.607
H 3.268 3.537 -0.178
H -0.177 2.404 2.097
H 0.461 3.993 3.865
H -0.156 4.150 -0.287
H -1.992 5.702 -0.652
H -4.235 4.917 -1.298
H -5.687 2.947 -2.017
H -5.864 0.504 -2.417
H -3.850 -0.928 -2.062
Cl -1.303 -4.490 -4.899
C -0.761 -3.255 -3.782
Cl 0.209 -3.967 -2.464
C -1.931 -2.447 -3.195
O -3.057 -2.559 -3.609
O -1.577 -1.628 -2.245
H -0.102 -2.572 -4.313
C 2.865 0.661 3.447
Ge 1.592 -0.703 2.792
C 1.746 -2.205 4.081
C -0.263 -0.028 3.134
Ge 1.342 -1.245 -1.124
C 2.559 -2.588 -0.392
C 3.771 -2.986 -0.952
C 4.500 -4.029 -0.396
C 4.024 -4.699 0.722
C 2.800 -4.340 1.271
C 2.076 -3.298 0.713
C 1.869 -0.603 -2.938
C 3.123 -0.708 -3.546
C 3.376 -0.150 -4.792
C 2.378 0.530 -5.472
C 1.118 0.642 -4.903
C 0.880 0.080 -3.659
H 2.422 1.166 4.308
H 3.107 1.398 2.682
H 3.784 0.161 3.755
H 1.665 -1.771 5.082
H 2.707 -2.710 3.987
H 0.943 -2.931 3.938
H -0.206 0.838 3.797
H -0.832 -0.816 3.637
H -0.778 0.258 2.217
H 4.159 -2.498 -1.830
H 5.439 -4.324 -0.845
H 4.600 -5.505 1.159
H 2.407 -4.882 2.124
H 1.107 -3.045 1.128
H 3.934 -1.213 -3.047
H 4.361 -0.245 -5.232
H 2.578 0.967 -6.442
H 0.330 1.175 -5.420
H -0.111 0.208 -3.244
O -1.718 -1.272 0.504
S -2.169 -2.432 1.390
C -3.687 -1.830 2.163
C -4.815 -2.110 1.177
C -4.540 -3.509 0.632
C -3.058 -3.550 0.257
H -3.526 -0.781 2.406
H -3.801 -2.404 3.085
H -4.795 -1.371 0.374
H -5.786 -2.048 1.666
H -5.155 -3.740 -0.238
H -4.757 -4.256 1.398
H -2.861 -3.135 -0.732
H -2.609 -4.540 0.320
*
```

Values from the calculation:
Energy relative to the best compared isomer or geometry (same formula, charge and spin): 2.242 eV
E: -218594.472 eV
Frontier orbital gap (alpha / beta): 6.16 / 7.94 eV
⟨S²⟩: 0.751

---

Entry 4:
The following is a DFT calculation (ωB97M-V/def2-TZVPD) of a cluster of 8 separate species, C37H41Cl2F5N2O2 in total.

```
! wB97M-V def2-TZVPD RIJCOSX def2/J DEFGRID3
* xyz 0 1
C 0.893 3.624 1.879
C 1.453 4.905 2.483
O 2.468 5.351 2.097
N 0.702 5.687 3.290
C 1.066 6.913 3.879
H 0.165 3.813 1.091
H 0.492 2.959 2.644
H 1.721 3.064 1.446
H -0.159 5.267 3.609
H 0.677 7.600 3.128
H 2.140 6.959 4.062
H 0.509 6.919 4.816
C 3.676 -1.592 -0.730
C 4.085 -1.745 -2.197
O 3.620 -0.988 -3.042
N 5.061 -2.703 -2.495
C 5.526 -2.931 -3.854
H 4.209 -2.285 -0.080
H 2.618 -1.802 -0.566
H 3.924 -0.562 -0.472
H 5.319 -3.383 -1.795
H 5.950 -2.045 -4.327
H 4.643 -3.038 -4.485
H 6.170 -3.807 -3.923
C 0.714 -0.615 -4.651
Cl 1.981 -0.313 -5.882
Cl -0.727 -1.350 -5.306
H 1.098 -1.285 -3.882
H 0.481 0.233 -4.005
F -1.103 -7.334 2.930
C -1.320 -6.546 4.058
C -1.433 -5.149 3.878
C -1.726 -4.372 4.942
C -2.014 -5.016 6.179
C -2.025 -6.403 6.322
C -1.543 -7.141 5.245
H -1.016 -4.729 2.974
H -1.860 -3.313 4.779
H -2.099 -4.388 7.054
H -2.038 -6.924 7.268
H -1.482 -8.219 5.233
F -4.062 -2.588 -2.122
C -5.102 -1.838 -2.579
C -5.799 -1.132 -1.591
C -6.878 -0.398 -1.962
C -7.277 -0.416 -3.294
C -6.668 -1.147 -4.259
C -5.573 -1.942 -3.896
H -5.345 -1.081 -0.612
H -7.274 0.383 -1.331
H -8.025 0.306 -3.588
H -7.080 -1.095 -5.256
H -5.158 -2.752 -4.476
F -4.127 2.492 -1.905
C -3.041 2.662 -2.642
C -1.932 3.381 -2.251
C -0.813 3.363 -3.139
C -0.900 2.789 -4.397
C -2.034 2.101 -4.823
C -3.124 2.188 -4.026
H -1.856 3.686 -1.218
H 0.188 3.701 -2.918
H -0.073 2.929 -5.077
H -2.202 1.781 -5.841
H -4.077 1.869 -4.422
F 5.967 4.388 2.181
C 5.075 3.450 2.594
C 4.497 3.422 3.862
C 3.667 2.431 4.352
C 3.452 1.380 3.464
C 3.962 1.403 2.170
C 4.809 2.400 1.730
H 4.760 4.187 4.577
H 3.345 2.396 5.382
H 2.720 0.628 3.720
H 3.695 0.687 1.407
H 5.135 2.425 0.701
F 0.818 -1.327 2.305
C 0.251 -1.082 1.039
C 0.526 0.042 0.340
C -0.143 0.207 -0.915
C -0.907 -0.848 -1.448
C -1.139 -2.006 -0.727
C -0.568 -2.064 0.516
H 1.159 0.826 0.729
H 0.157 1.002 -1.581
H -1.405 -0.723 -2.398
H -1.678 -2.859 -1.111
H -0.742 -2.925 1.144
*
```

Values from the calculation:
Energy relative to the best compared isomer or geometry (same formula, charge and spin): 2.164 eV
E: -84739.501 eV
SMILES string: Fc1ccccc1.Fc1ccccc1.Fc1ccccc1.Fc1ccccc1.Fc1ccccc1.CNC(C)=O.CNC(C)=O.ClCCl
Frontier orbital gap: 9.62 eV

---

Entry 5:
The following is a DFT calculation (ωB97M-V/def2-TZVPD) of a structure of composition C37H41CuFN2OP2Si.

```
! wB97M-V def2-TZVPD RIJCOSX def2/J DEFGRID3
* xyz 0 2
Cu -2.054 0.128 0.155
N -2.129 5.027 1.076
C -1.663 3.760 0.939
O -0.853 3.496 0.062
C -2.245 2.740 1.884
C -2.969 1.618 1.130
H -1.805 5.734 0.440
H -2.786 5.276 1.791
H -2.960 3.261 2.531
H -1.454 2.346 2.525
H -3.578 2.072 0.349
H -3.621 1.079 1.820
C -5.495 1.217 -0.991
Si -5.296 -0.581 -0.459
C -6.429 -0.750 1.046
C -5.978 -1.509 -1.959
N -3.662 -1.072 -0.129
C -3.413 -2.419 0.022
C -4.385 -3.436 0.169
C -4.061 -4.781 0.231
C -2.743 -5.213 0.168
C -1.750 -4.249 0.072
C -2.109 -2.926 0.023
F -1.094 -1.995 -0.046
H -6.476 1.305 -1.467
H -4.740 1.525 -1.720
H -5.479 1.917 -0.154
H -7.345 -0.172 0.896
H -5.922 -0.344 1.928
H -6.718 -1.775 1.287
H -7.062 -1.382 -2.029
H -5.759 -2.577 -1.952
H -5.537 -1.088 -2.866
H -5.428 -3.158 0.234
H -4.861 -5.505 0.330
H -2.492 -6.264 0.195
H -0.699 -4.510 0.033
C 1.471 -0.758 -0.315
P 0.308 0.722 -0.135
C 1.112 1.454 1.335
C 0.692 0.882 2.538
C 1.237 1.282 3.748
C 2.210 2.271 3.771
C 2.627 2.850 2.582
C 2.085 2.445 1.370
C 0.682 1.581 -1.704
C 0.355 0.835 -2.839
C 0.581 1.336 -4.109
C 1.133 2.599 -4.264
C 1.431 3.360 -3.144
C 1.191 2.862 -1.870
P 3.040 -0.603 -1.295
C 4.157 0.331 -0.165
C 4.807 1.455 -0.664
C 5.715 2.155 0.124
C 5.980 1.728 1.416
C 5.333 0.607 1.923
C 4.428 -0.087 1.137
C 3.732 -2.288 -0.995
C 5.102 -2.459 -1.221
C 5.701 -3.697 -1.065
C 4.938 -4.798 -0.694
C 3.577 -4.647 -0.489
C 2.976 -3.402 -0.643
H 0.930 -1.531 -0.850
H 1.678 -1.137 0.687
H -0.070 0.108 2.517
H 0.895 0.834 4.672
H 2.646 2.587 4.711
H 3.394 3.614 2.585
H 2.446 2.901 0.462
H -0.080 -0.153 -2.722
H 0.332 0.739 -4.976
H 1.314 2.995 -5.256
H 1.842 4.355 -3.259
H 1.376 3.495 -1.016
H 4.597 1.779 -1.677
H 6.219 3.027 -0.275
H 6.693 2.266 2.029
H 5.536 0.273 2.933
H 3.939 -0.970 1.535
H 5.703 -1.606 -1.515
H 6.766 -3.805 -1.230
H 5.404 -5.767 -0.571
H 2.977 -5.502 -0.204
H 1.910 -3.313 -0.478
*
```

Values from the calculation:
Energy relative to the best compared isomer or geometry (same formula, charge and spin): 0.255 eV
E: -117875.689 eV
Frontier orbital gap (alpha / beta): 7.63 / 6.68 eV
⟨S²⟩: 0.755

---

- Among the records above, which one has the lowest E?
  C37H41AlCl2Ge2N2O5S2

---

Please write out number 1 again, unchanged.
The following is a DFT calculation (ωB97M-V/def2-TZVPD) of a structure of composition C37H40N2OP2Pd.

```
! wB97M-V def2-TZVPD RIJCOSX def2/J DEFGRID3
* xyz 0 3
Pd 0.438 -0.570 -0.903
C 0.919 1.993 1.102
C 0.617 0.983 2.216
P 0.478 -0.796 1.715
C 2.222 -1.362 1.643
C 3.318 -0.531 1.839
C 4.616 -1.017 1.709
C 4.831 -2.347 1.388
C 3.742 -3.192 1.200
C 2.452 -2.701 1.321
C 0.017 -1.482 3.375
C 0.951 -1.723 4.386
C 0.550 -2.200 5.626
C -0.797 -2.440 5.878
C -1.736 -2.203 4.886
C -1.330 -1.730 3.642
P 0.026 1.702 -0.484
C -1.713 2.128 -0.086
C -2.683 1.844 -1.050
C -4.026 2.104 -0.812
C -4.428 2.625 0.413
C -3.476 2.909 1.382
C -2.129 2.678 1.125
C 0.590 3.149 -1.460
C -0.272 4.085 -2.026
C 0.222 5.120 -2.813
C 1.584 5.233 -3.050
C 2.452 4.302 -2.496
C 1.958 3.267 -1.714
H 1.969 1.916 0.814
H 0.759 3.018 1.445
H -0.349 1.197 2.679
H 1.358 1.072 3.014
H 3.173 0.515 2.084
H 5.457 -0.350 1.854
H 5.840 -2.725 1.281
H 3.900 -4.234 0.946
H 1.609 -3.362 1.149
H 2.004 -1.550 4.198
H 1.288 -2.385 6.396
H -1.109 -2.815 6.845
H -2.787 -2.387 5.071
H -2.085 -1.550 2.884
H -2.377 1.402 -1.993
H -4.761 1.886 -1.578
H -5.477 2.813 0.610
H -3.779 3.317 2.338
H -1.399 2.933 1.883
H -1.340 4.024 -1.847
H -0.466 5.840 -3.239
H 1.967 6.039 -3.662
H 3.517 4.371 -2.679
H 2.648 2.533 -1.318
C 1.908 -2.530 -2.578
C 2.676 -1.210 -2.751
C 2.188 -0.518 -4.031
C 4.171 -1.511 -2.902
C 2.381 -0.308 -1.560
H 1.681 -3.007 -3.536
H 0.970 -2.345 -2.021
H 2.460 -3.235 -1.952
H 2.392 -1.139 -4.912
H 2.692 0.443 -4.165
H 1.116 -0.319 -3.978
H 4.365 -2.200 -3.733
H 4.566 -1.959 -1.986
H 4.729 -0.590 -3.096
H 3.138 0.450 -1.358
N -6.219 -1.143 0.561
C -4.889 -1.281 0.788
O -4.419 -1.292 1.907
C -3.997 -1.428 -0.428
C -4.438 -1.618 -1.719
C -3.507 -1.720 -2.745
C -2.166 -1.618 -2.425
N -1.730 -1.425 -1.181
C -2.632 -1.339 -0.206
H -6.811 -1.019 1.363
H -6.613 -1.047 -0.355
H -5.492 -1.706 -1.957
H -3.812 -1.876 -3.770
H -1.401 -1.688 -3.189
H -2.254 -1.168 0.791
*
```

Values from the calculation:
Energy relative to the best compared isomer or geometry (same formula, charge and spin): 0.000 eV
E: -66102.030 eV
Frontier orbital gap (alpha / beta): 5.60 / 6.90 eV
⟨S²⟩: 2.010